(1)
Formula: C5H9NO2
Source: the Open Molecules 2025 dataset
Level of theory: ωB97M-V/def2-TZVPD

net charge: 0
energy relative to the best compared isomer or geometry (same formula, charge and spin): 4.0647 eV
molar mass: 115.13 g/mol

Atoms and positions in Å:
C 1.12510 0.88404 -2.18092
C -0.61440 -0.86735 0.58358
C -0.15715 1.69083 0.16047
C 1.48703 -0.15694 -1.32548
C 0.38470 0.33858 0.47461
N 0.33596 1.61960 -2.65876
O 1.12204 -1.38686 -1.64180
O 1.39153 0.18468 1.34091
H -0.12291 -1.84062 0.59300
H -1.39877 -0.51471 1.30369
H -1.09521 -0.75528 -0.41972
H -1.14091 1.80864 0.58064
H -0.21054 1.78672 -0.88264
H 0.66555 2.37816 0.48343
H 2.47679 -0.07547 -0.94173
H 0.34837 -1.24390 -2.21372
H 1.49517 0.89192 1.95810

Atomic forces in eV per Å
C -2.923 1.712 -1.721
C -0.112 3.014 -2.168
C 1.570 -0.571 2.157
C 0.211 2.159 3.601
C -0.120 -2.117 -2.692
N 2.188 -0.987 0.016
O -1.119 -2.028 -1.629
O 1.165 -0.688 0.933
H -0.267 0.248 0.720
H 0.805 -1.136 -0.149
H -0.218 -0.591 0.660
H -0.249 0.595 0.475
H -0.629 0.401 -1.237
H -1.187 0.094 0.009
H 0.698 -0.253 0.425
H 0.139 -0.847 0.141
H 0.051 0.996 0.459

(2)
Formula: C5H9NO2
Source: the Open Molecules 2025 dataset
Level of theory: ωB97M-V/def2-TZVPD

net charge: 0
energy relative to the best compared isomer or geometry (same formula, charge and spin): 5.9569 eV
molar mass: 115.13 g/mol

Atoms and positions in Å:
C -1.03081 -1.03338 -0.32907
N -2.10148 -0.90025 0.59178
C -2.52450 0.37092 0.62156
O -2.18055 1.36994 -0.01449
C 0.33666 -0.48620 0.27769
C 1.65779 -0.91677 -0.06127
C 2.53217 -0.02011 -0.85622
O 2.63720 1.26879 -0.17618
H -1.29867 -0.49255 -1.23732
H -0.89640 -2.10383 -0.50867
H 2.45098 1.10530 0.75257
H -3.38167 0.48061 1.33500
H 0.29780 0.57944 -0.02886
H 0.22122 -0.41365 1.36477
H 2.10959 -1.57893 0.67693
H 2.16734 0.26430 -1.85532
H 3.56141 -0.36814 -0.90367

Atomic forces in eV per Å
C -3.162 -1.839 -0.219
N 1.880 0.137 -0.730
C -2.205 0.516 0.926
O 0.922 -0.429 -0.103
C 2.519 2.526 0.589
C -1.340 1.030 1.569
C 0.827 0.880 -0.564
O -0.438 -0.660 -0.070
H 0.825 0.142 -0.192
H 0.252 0.214 -0.081
H 0.125 0.268 0.228
H 0.381 0.042 -0.228
H -0.429 -0.305 -0.292
H -0.239 -1.087 -0.153
H 0.246 -0.397 -0.580
H -0.056 -0.544 0.254
H -0.110 -0.494 -0.355

(3)
Formula: C5H9NO2
Source: the Open Molecules 2025 dataset
Level of theory: ωB97M-V/def2-TZVPD

net charge: 0
energy relative to the best compared isomer or geometry (same formula, charge and spin): 3.4240 eV
molar mass: 115.13 g/mol

Atoms and positions in Å:
C 0.01559 0.68510 0.39345
C 0.28571 -1.61908 -0.87046
C 0.70541 1.40053 -0.73164
C -1.20220 1.34591 0.96694
N 1.33433 -1.51623 -0.05768
C 0.57251 -0.37092 1.08327
O -0.58418 -2.61556 -0.69781
O 0.50403 -0.80386 2.20817
H -1.30635 -2.56122 -1.34028
H 1.43293 -2.35297 0.51657
H 0.15307 -0.98467 -1.74218
H -0.93397 2.22021 1.57357
H 0.95712 2.42291 -0.42737
H 1.62567 0.90152 -1.03865
H 0.06010 1.49128 -1.61512
H -1.75570 0.65924 1.61006
H -1.86410 1.69781 0.16915

Atomic forces in eV per Å
C 0.099 -0.789 -0.702
C 0.575 -0.308 1.516
C -0.144 -0.342 -0.230
C 0.372 0.319 0.673
N -0.509 -0.078 -0.893
C -0.571 1.038 1.134
O 0.303 0.241 -0.418
O -0.032 -0.517 -1.407
H 0.106 -0.016 0.038
H -0.135 0.159 0.089
H -0.052 0.207 0.251
H -0.198 0.069 0.005
H 0.047 -0.058 -0.032
H 0.012 0.031 0.058
H 0.002 0.070 -0.030
H 0.015 0.051 -0.028
H 0.109 -0.077 -0.023

(4)
Formula: C5H9NO2
Source: the Open Molecules 2025 dataset
Level of theory: ωB97M-V/def2-TZVPD

SMILES: [H]/N=C(/CC(C)=O)OC
net charge: 0
energy relative to the best compared isomer or geometry (same formula, charge and spin): 2.0079 eV
molar mass: 115.13 g/mol

Atoms and positions in Å:
H 1.71502 2.11843 -0.46315
N 1.73679 1.14079 -0.72693
C 0.88165 0.39493 -0.17581
C 0.99023 -1.07503 -0.38426
C -0.17946 -1.98239 -0.56504
C -1.58096 -1.28555 -0.58345
O -0.08337 -3.17680 -0.75279
O -0.01001 0.73164 0.79751
C -0.09187 2.08740 1.19577
H 0.95613 -1.61108 0.70893
H 1.74977 -1.27489 -1.14038
H -1.78224 -0.73859 0.33417
H -2.34972 -2.02933 -0.76418
H -1.56547 -0.58824 -1.41922
H -0.35448 2.73608 0.35358
H 0.84996 2.42250 1.64216
H -0.88196 2.13014 1.94308

Atomic forces in eV per Å
H -0.212 0.059 0.116
N -0.049 0.002 -0.470
C 0.415 0.253 0.800
C -0.765 -1.658 2.283
C -2.989 0.395 -1.807
C 0.815 -0.833 0.065
O 0.429 0.725 0.249
O -0.059 -0.279 -0.270
C 0.052 0.168 -0.035
H 1.951 1.535 -1.726
H 0.354 -0.409 0.838
H 0.040 0.005 -0.057
H -0.003 -0.123 0.053
H -0.024 0.208 -0.004
H 0.042 -0.058 0.067
H -0.068 -0.011 -0.050
H 0.072 0.019 -0.051

| no. | E (eV) |
| --- | --- |
| 1 | -10912.5110 |
| 2 | -10910.6187 |
| 3 | -10913.1516 |
| 4 | -10914.5677 |